[1]
{"formula": "C5H5NO", "method": "ωB97M-V/def2-TZVPD", "homo_ev": [-8.529, -9.947], "spin_multiplicity": 1, "relative_energy_ev": 4.7215, "orbital_gap_ev": [6.5368, 9.3300], "charge": 0, "species": ["O", "C", "C", "C", "C", "C", "N", "H", "H", "H", "H", "H"], "coordinates": [[-1.729, -1.673, -0.138], [-1.503, -0.961, 0.837], [-0.667, 0.199, 0.797], [1.387, 0.946, -0.209], [0.001, 0.565, -0.449], [0.619, -0.582, -1.184], [1.093, -1.463, -1.779], [-1.995, -1.164, 1.809], [-0.487, 0.804, 1.679], [1.952, 0.368, 0.514], [1.866, 1.803, -0.680], [-0.537, 1.157, -1.198]], "forces_ev_per_angstrom": [[0.1, 0.4, 0.3], [-0.5, -0.2, 0.3], [-0.6, -0.3, 0.0], [1.6, 1.7, 0.6], [0.7, -1.0, -1.0], [-0.8, -1.2, -0.8], [-0.2, 0.8, 0.5], [0.1, -0.1, -0.2], [-0.1, -0.1, -0.1], [-0.1, 0.2, -0.1], [-0.2, -0.3, 0.0], [-0.1, 0.1, 0.4]]}

=====

[2]
{"formula": "C12H31ClFNO5S", "method": "ωB97M-V/def2-TZVPD", "homo_ev": -10.212, "spin_multiplicity": 1, "orbital_gap_ev": 10.5764, "charge": 0, "species": ["O", "S", "O", "F", "N", "C", "C", "C", "Cl", "H", "H", "H", "H", "H", "H", "H", "C", "C", "C", "O", "H", "H", "H", "H", "H", "H", "H", "H", "C", "C", "C", "O", "H", "H", "H", "H", "H", "H", "H", "H", "C", "C", "C", "O", "H", "H", "H", "H", "H", "H", "H", "H"], "coordinates": [[6.988, -0.763, -0.381], [6.242, 0.439, -0.762], [7.127, 1.612, -0.904], [5.121, 0.791, 0.348], [5.441, 0.129, -2.260], [4.171, 0.961, -2.302], [2.977, 0.224, -1.649], [2.048, 1.137, -0.785], [1.948, 2.843, -1.364], [6.061, 0.611, -2.916], [4.406, 1.923, -1.818], [3.927, 1.115, -3.363], [2.376, -0.358, -2.362], [3.394, -0.524, -0.948], [1.034, 0.695, -0.856], [2.396, 1.064, 0.253], [-2.346, -0.191, 1.797], [-2.245, -0.158, 0.280], [-3.347, -0.983, -0.365], [-0.969, -0.658, -0.126], [-2.241, -1.214, 2.170], [-1.545, 0.398, 2.248], [-3.304, 0.206, 2.138], [-2.306, 0.874, -0.069], [-3.277, -2.031, -0.064], [-3.258, -0.959, -1.452], [-4.334, -0.610, -0.087], [-0.899, -1.569, 0.176], [-6.261, -2.094, -3.015], [-5.805, -3.430, -2.449], [-6.844, -4.514, -2.687], [-5.556, -3.299, -1.050], [-7.184, -1.763, -2.531], [-5.510, -1.323, -2.831], [-6.437, -2.159, -4.091], [-4.860, -3.720, -2.912], [-7.786, -4.263, -2.192], [-6.508, -5.465, -2.269], [-7.038, -4.651, -3.753], [-6.380, -3.043, -0.626], [4.163, 3.346, 2.868], [2.965, 3.270, 3.802], [3.294, 2.487, 5.063], [1.869, 2.653, 3.127], [4.470, 2.346, 2.550], [3.910, 3.904, 1.965], [5.013, 3.832, 3.351], [2.645, 4.279, 4.070], [3.574, 1.458, 4.817], [2.424, 2.434, 5.719], [4.117, 2.948, 5.612], [2.138, 1.763, 2.885]], "forces_ev_per_angstrom": [[-2.7, 1.8, -0.2], [5.4, -0.4, -0.4], [-2.8, -1.5, 0.3], [0.7, -0.6, -1.5], [-1.0, 1.0, 1.6], [-0.3, -0.4, -0.1], [0.3, 0.2, 0.7], [-0.2, -1.3, -0.6], [0.0, -0.5, 0.3], [0.3, -0.3, 0.2], [-0.6, -0.2, -0.4], [0.4, 0.2, 0.4], [0.3, 0.4, -0.1], [-0.2, 0.3, -0.3], [0.5, 0.6, 0.3], [-0.2, 0.7, -0.3], [0.1, 0.2, 0.1], [-0.2, -0.5, 0.3], [0.1, 0.1, -0.2], [0.2, 0.4, -0.2], [-0.1, 0.0, -0.1], [-0.1, 0.1, 0.0], [0.0, 0.0, 0.0], [0.2, 0.0, -0.1], [-0.1, 0.0, 0.1], [0.0, 0.1, 0.0], [0.0, -0.1, 0.0], [0.0, -0.1, 0.0], [0.2, 0.1, -0.1], [-0.6, 0.2, 0.1], [0.1, -0.2, 0.0], [0.4, -0.1, -0.1], [-0.1, -0.1, 0.0], [0.0, 0.0, 0.0], [0.0, 0.0, 0.0], [0.1, 0.0, 0.2], [0.0, 0.1, -0.1], [0.0, 0.0, 0.0], [0.0, 0.0, 0.0], [-0.1, 0.0, 0.0], [0.0, 0.2, -0.1], [0.4, -0.6, -0.1], [-0.1, 0.1, 0.2], [-0.3, 0.4, 0.0], [0.0, 0.0, 0.1], [0.0, 0.0, 0.1], [0.0, 0.0, 0.0], [-0.2, -0.1, -0.1], [0.1, 0.1, -0.1], [0.0, 0.1, 0.0], [0.0, 0.0, 0.0], [0.0, -0.1, 0.0]]}

=====

[3]
{"formula": "C44H51CsN6O3P2S4", "method": "ωB97M-V/def2-TZVPD", "homo_ev": -1.607, "spin_multiplicity": 1, "relative_energy_ev": 1.7129, "orbital_gap_ev": 5.2885, "charge": -2, "species": ["Cs", "C", "S", "C", "S", "N", "N", "C", "C", "C", "C", "C", "C", "N", "H", "H", "H", "H", "H", "H", "H", "H", "O", "P", "C", "P", "O", "C", "C", "C", "C", "C", "C", "C", "C", "C", "C", "C", "C", "C", "C", "C", "C", "C", "C", "C", "C", "C", "C", "C", "C", "H", "H", "H", "H", "H", "H", "H", "H", "H", "H", "H", "H", "H", "H", "H", "H", "H", "H", "H", "H", "H", "H", "O", "S", "C", "C", "C", "C", "H", "H", "H", "H", "H", "H", "H", "H", "C", "C", "N", "C", "N", "C", "C", "C", "N", "C", "H", "H", "H", "H", "H", "H", "H", "H", "H", "H", "H", "H", "H", "S"], "coordinates": [[-0.349, 0.325, 0.408], [-2.728, -2.672, 3.525], [-1.046, -2.107, 3.251], [-0.254, -3.479, 2.388], [-0.977, -5.010, 2.253], [0.940, -3.259, 1.895], [1.316, -1.925, 2.068], [2.496, -1.749, 2.503], [3.095, -0.411, 2.591], [4.365, -0.267, 3.155], [4.954, 0.985, 3.178], [4.266, 2.058, 2.634], [3.006, 1.822, 2.099], [2.428, 0.631, 2.082], [-3.411, -2.175, 2.836], [-3.011, -2.442, 4.553], [-2.761, -3.750, 3.362], [3.128, -2.597, 2.783], [4.877, -1.135, 3.551], [5.943, 1.118, 3.602], [4.687, 3.054, 2.609], [2.427, 2.632, 1.661], [-1.911, 1.216, 2.207], [-2.360, 2.629, 2.279], [-2.888, 3.404, 0.748], [-1.526, 3.397, -0.624], [-0.187, 2.803, -0.188], [-1.039, 5.232, 0.074], [-1.932, 6.307, 0.046], [-1.581, 7.580, 0.479], [-0.293, 7.820, 0.940], [0.623, 6.777, 0.951], [0.251, 5.509, 0.528], [-1.462, 4.231, -2.277], [-0.189, 4.382, -2.825], [-0.025, 4.922, -4.091], [-1.128, 5.366, -4.811], [-2.395, 5.250, -4.253], [-2.562, 4.672, -3.003], [-3.785, 2.722, 3.412], [-4.052, 1.582, 4.164], [-5.104, 1.573, 5.068], [-5.897, 2.700, 5.225], [-5.641, 3.838, 4.470], [-4.590, 3.848, 3.566], [-1.098, 3.634, 3.110], [0.042, 2.982, 3.568], [1.007, 3.689, 4.272], [0.832, 5.040, 4.531], [-0.306, 5.694, 4.077], [-1.265, 4.993, 3.366], [-3.226, 4.417, 0.974], [-3.723, 2.791, 0.407], [-2.939, 6.157, -0.342], [-2.306, 8.388, 0.447], [-0.005, 8.810, 1.277], [1.633, 6.951, 1.312], [0.955, 4.685, 0.560], [0.663, 4.053, -2.242], [0.971, 5.001, -4.516], [-1.003, 5.796, -5.798], [-3.264, 5.589, -4.808], [-3.558, 4.511, -2.609], [-3.425, 0.711, 4.017], [-5.306, 0.680, 5.648], [-6.720, 2.691, 5.930], [-6.263, 4.718, 4.584], [-4.404, 4.736, 2.973], [0.179, 1.923, 3.366], [1.900, 3.178, 4.610], [1.590, 5.588, 5.080], [-0.434, 6.755, 4.250], [-2.126, 5.523, 2.977], [4.271, 0.305, -0.825], [3.180, -0.037, -1.782], [3.924, 0.216, -3.430], [4.084, 1.723, -3.544], [2.709, 2.275, -3.180], [2.169, 1.465, -1.994], [3.222, -0.177, -4.172], [4.849, -0.359, -3.459], [4.403, 2.030, -4.542], [4.836, 2.052, -2.823], [2.028, 2.133, -4.024], [2.732, 3.342, -2.956], [1.135, 1.173, -2.151], [2.229, 1.978, -1.034], [-0.784, 0.115, -6.172], [-1.252, 0.821, -4.915], [-0.473, 0.351, -3.784], [-0.194, -0.992, -3.615], [0.086, -1.398, -2.434], [0.410, -2.785, -2.181], [0.860, -3.536, -3.427], [-0.101, -3.216, -4.557], [-0.143, -1.781, -4.773], [-0.899, -1.381, -5.944], [0.259, 0.373, -6.380], [-1.388, 0.412, -7.032], [-2.325, 0.642, -4.759], [-1.126, 1.903, -4.984], [-0.852, 0.743, -2.910], [-0.459, -3.279, -1.731], [1.190, -2.821, -1.416], [0.894, -4.612, -3.246], [1.865, -3.211, -3.713], [-1.104, -3.602, -4.314], [0.209, -3.687, -5.496], [-1.964, -1.653, -5.838], [-0.510, -1.944, -6.798], [-2.533, 1.702, -1.580]], "forces_ev_per_angstrom": [[1.1, -2.5, -0.7], [-0.1, -0.1, 0.0], [0.2, 0.1, 0.0], [0.1, -0.5, -0.4], [-0.2, -0.2, 0.0], [-0.2, 1.0, 0.8], [0.2, -0.5, -0.1], [0.1, -0.1, -0.2], [0.1, 0.1, -0.1], [-0.1, 0.1, 0.0], [-0.1, 0.0, 0.0], [0.0, 0.0, 0.0], [0.0, 0.0, 0.0], [0.0, -0.1, 0.0], [0.0, 0.0, 0.0], [0.0, 0.0, 0.0], [0.0, 0.0, 0.0], [0.0, 0.0, 0.0], [0.0, 0.0, 0.0], [0.0, 0.0, 0.0], [0.0, 0.0, 0.0], [0.0, 0.0, 0.0], [-0.8, 0.3, 0.9], [0.0, 0.4, -0.1], [0.0, 0.0, 0.0], [0.1, -0.1, 0.2], [0.0, 1.1, -0.3], [-0.1, 0.1, -0.1], [0.0, 0.0, 0.0], [-0.1, 0.0, 0.0], [0.1, 0.1, 0.0], [0.1, 0.1, 0.0], [-0.1, -0.1, 0.0], [0.1, 0.0, 0.0], [-0.1, 0.0, 0.0], [0.0, 0.0, -0.1], [0.1, 0.0, -0.1], [-0.1, 0.0, 0.1], [-0.1, 0.0, -0.1], [-0.1, 0.1, 0.0], [0.0, 0.0, 0.0], [0.0, 0.0, 0.0], [0.0, 0.0, 0.0], [0.0, 0.0, 0.0], [0.0, 0.0, 0.0], [-0.1, 0.1, 0.0], [0.0, 0.0, 0.0], [0.1, 0.0, 0.0], [0.0, 0.0, 0.0], [0.0, 0.0, 0.0], [0.0, 0.0, 0.0], [0.0, 0.0, 0.1], [0.0, 0.0, 0.0], [0.0, 0.0, 0.0], [0.0, 0.0, 0.0], [0.0, 0.0, 0.0], [0.0, 0.0, 0.0], [0.0, 0.0, 0.0], [0.0, 0.0, 0.0], [0.0, 0.0, 0.0], [0.0, 0.0, 0.0], [0.0, 0.0, 0.0], [0.0, 0.0, 0.0], [0.0, 0.0, 0.0], [0.0, 0.0, 0.0], [0.0, 0.0, 0.0], [0.0, 0.0, 0.0], [0.0, 0.0, 0.0], [-0.1, 0.1, 0.0], [0.0, 0.0, 0.0], [0.0, 0.0, 0.0], [0.0, 0.0, 0.0], [0.0, 0.0, 0.0], [0.3, 0.1, 0.2], [-0.2, -0.1, -0.2], [-0.1, -0.1, 0.0], [0.0, 0.0, 0.0], [-0.1, 0.1, 0.0], [0.0, 0.0, 0.0], [0.0, 0.0, 0.0], [0.0, 0.0, 0.0], [0.0, 0.0, 0.0], [0.0, 0.0, 0.0], [0.0, 0.0, 0.0], [0.0, 0.0, 0.0], [0.0, -0.1, 0.0], [0.0, 0.0, 0.0], [0.0, 0.0, 0.0], [0.0, 0.0, 0.0], [0.0, 0.0, 0.0], [0.0, -0.1, 0.1], [-0.1, 0.1, -0.1], [0.1, -0.1, 0.1], [0.0, 0.0, 0.0], [0.0, 0.0, 0.0], [0.1, 0.0, -0.1], [0.0, 0.0, 0.0], [0.0, 0.0, 0.0], [0.0, 0.0, 0.0], [0.0, 0.0, 0.0], [0.0, 0.0, 0.0], [-0.1, 0.1, 0.0], [0.0, 0.0, 0.0], [0.0, 0.0, 0.0], [0.0, 0.0, 0.0], [0.0, 0.0, 0.0], [0.0, 0.0, 0.0], [0.0, 0.0, 0.0], [0.0, 0.0, 0.0], [0.0, 0.0, 0.0], [-0.1, 0.3, -0.1]]}